1.
73
Properties=species:S:1:pos:R:3:forces:R:3 method="wB97M-V/def2-TZVPD" total_charge=-1 multiplicity=2 homo_lumo_gap_ev="6.8 / 6.5" s2=0.754 lumo_energy_ev="2.577 / 2.357"
Cu -0.355143 -0.113951 0.222584 -0.0540 0.0542 0.2559
C 2.428357 -1.907822 -1.686752 -0.0412 0.1197 -0.0990
C 2.428513 -0.532269 -2.306671 0.0071 -0.1677 -0.0240
C 3.594766 0.017804 -2.830988 -0.0072 -0.0050 0.0209
C 3.587963 1.266214 -3.434218 -0.0605 -0.0052 0.0185
C 2.397176 1.974468 -3.520490 0.0681 0.0042 -0.0008
C 1.214535 1.457143 -3.004842 -0.0306 -0.0003 0.0840
C -0.062825 2.248903 -3.074472 0.0369 -0.0794 -0.0109
C 1.234302 0.194386 -2.390529 0.1623 -0.2711 -0.0740
N 0.067660 -0.312324 -1.777447 -0.3734 0.1537 0.2229
C -0.996764 -0.642649 -2.529058 0.2794 -0.0180 -0.0292
O -1.053012 -0.879249 -3.735745 -0.0324 0.0924 0.0621
C -2.283688 -0.641113 -1.715105 0.1161 0.2240 -0.0130
C -3.516394 -1.121586 -2.112947 -0.0977 -0.0483 -0.0608
C -4.590244 -0.951576 -1.243048 0.0529 0.0087 0.0511
C -4.421168 -0.309523 -0.018538 -0.1105 0.0179 -0.1289
C -3.154072 0.136673 0.304638 0.0911 0.0353 0.0323
N -2.155106 -0.028069 -0.546481 -0.1409 -0.3008 -0.1845
C -2.736303 0.803577 1.599578 0.1892 0.2985 0.1171
O -3.601187 1.290970 2.329811 0.0198 -0.1644 0.0276
N -1.400433 0.804038 1.733585 0.0002 -0.3089 -0.1318
C -0.784741 1.317887 2.894534 -0.0808 0.0139 0.0933
C 0.156344 2.345938 2.738260 -0.0344 0.0461 -0.1086
C 0.431717 2.909129 1.367473 -0.0794 -0.0794 0.0579
C 0.816123 2.840955 3.854978 0.0449 0.0437 0.0194
C 0.558237 2.330105 5.117611 0.0136 -0.0089 -0.0130
C -0.359458 1.302968 5.261622 -0.0289 -0.0578 -0.0347
C -1.031646 0.772935 4.163644 0.0109 -0.0151 -0.0163
C -1.966135 -0.391781 4.338389 0.0251 0.0270 -0.0642
H 3.445964 -2.232904 -1.469324 0.0133 -0.0092 -0.0094
H 1.971414 -2.628942 -2.370715 0.0105 0.0178 0.0088
H 1.844181 -1.927322 -0.766018 0.0597 0.0178 0.0156
H 4.518671 -0.548360 -2.764212 -0.0336 0.0261 0.0161
H 4.504947 1.690055 -3.827943 -0.0331 -0.0232 0.0009
H 2.386774 2.956285 -3.984565 -0.0240 -0.0438 0.0225
H 0.133975 3.267706 -3.409367 -0.0038 -0.0030 0.0125
H -0.546336 2.287740 -2.094750 -0.0106 0.0159 -0.0208
H -0.768498 1.786732 -3.769326 -0.0022 -0.0059 0.0260
H -3.610599 -1.614017 -3.071730 -0.0049 0.0343 0.0320
H -5.567736 -1.330259 -1.516646 0.0102 0.0120 -0.0099
H -5.233376 -0.155285 0.677073 0.0008 -0.0014 0.0145
H -0.487550 3.272745 0.900421 0.0460 -0.0083 0.0167
H 0.851519 2.145001 0.701995 0.0063 0.0767 0.0277
H 1.151072 3.727251 1.422597 -0.0082 -0.0259 -0.0044
H 1.544268 3.637021 3.732197 -0.0245 -0.0542 -0.0232
H 1.087533 2.715158 5.982050 -0.0283 0.0062 -0.0281
H -0.553854 0.881583 6.243401 0.0202 0.0136 -0.0336
H -1.910137 -0.775427 5.358617 0.0156 -0.0112 -0.0379
H -1.710130 -1.200623 3.644977 -0.0079 0.0410 0.0433
H -2.994411 -0.093351 4.128257 -0.0039 -0.0139 0.0090
C 3.969291 0.798791 3.281911 -0.0576 0.0106 0.0025
C 3.108460 -0.012784 4.012670 -0.0092 -0.0223 -0.0572
C 2.069543 -0.692113 3.395251 -0.0348 -0.0186 0.0382
C 1.865800 -0.603672 2.008794 0.1317 -0.0917 -0.2085
C 2.725589 0.244859 1.290912 -0.0119 -0.0025 0.0133
C 3.752014 0.935171 1.917406 -0.0547 0.0094 -0.0455
N 0.845382 -1.252972 1.308270 -0.1543 0.2451 0.1374
C 0.358394 -2.483323 1.708946 0.2046 0.0349 -0.0021
C -0.930404 -2.910613 1.327681 0.0733 0.0692 0.0053
C -1.430427 -4.152656 1.686697 0.0362 0.0307 -0.0217
C -0.667977 -5.042415 2.431216 0.0091 0.0389 0.0164
C 0.625004 -4.662518 2.778554 -0.0328 0.0166 -0.0437
C 1.133113 -3.424830 2.424167 -0.0232 0.0153 0.0111
H 4.777223 1.334836 3.765563 -0.0279 -0.0314 0.0176
H 3.237967 -0.110446 5.085195 -0.0387 0.0290 -0.0186
H 1.381418 -1.275498 3.995374 0.0489 -0.0300 -0.0322
H 2.573623 0.354918 0.220554 0.0364 -0.0411 0.0255
H 4.391763 1.583929 1.328089 -0.0210 -0.0368 -0.0018
H -1.550486 -2.248997 0.734492 -0.0548 0.0289 0.0204
H -2.434865 -4.423303 1.377425 0.0367 0.0192 0.0127
H -1.065408 -6.004545 2.729156 0.0179 0.0065 -0.0330
H 1.257413 -5.353290 3.326409 -0.0002 0.0343 0.0049
H 2.152299 -3.175489 2.688249 -0.0169 0.0152 0.0117


2.
78
Properties=species:S:1:pos:R:3:forces:R:3 method="wB97M-V/def2-TZVPD" total_charge=+1 e_above_lowest_kj_mol=0.00 multiplicity=1 homo_lumo_gap_ev=6.8 lumo_energy_ev=-3.965
Os -0.015901 -0.441928 -0.385476 0.1662 0.5627 -0.1799
C -2.663479 -0.934820 -1.819027 0.0978 0.0349 0.0330
N -1.224459 -1.293027 -1.885242 -0.0909 -0.1076 -0.0047
C -1.148483 -2.776283 -1.972000 0.0432 0.0609 0.0116
C -0.627517 -0.723031 -3.133236 0.0572 -0.0703 0.0874
C -0.367485 0.754937 -2.945029 0.0158 0.0796 0.0828
N 0.350930 0.871203 -1.656700 -0.1875 -0.2483 0.1328
C 1.332539 1.842451 -1.383632 -0.0351 0.0298 0.0924
C 1.898998 1.814721 -0.109274 0.0514 0.0415 -0.0544
F 1.488543 0.831300 0.756431 -0.0692 0.0129 -0.0452
C 2.859148 2.699542 0.315215 -0.0473 -0.0351 0.0072
F 3.347650 2.588014 1.545403 -0.0002 -0.0136 0.0122
C 3.310352 3.682685 -0.541933 0.0334 0.0452 -0.0097
C 2.767830 3.734687 -1.807376 0.0067 -0.0021 -0.0002
F 3.167976 4.673242 -2.660314 -0.0091 -0.0032 -0.0111
C 1.798530 2.838923 -2.235521 -0.0284 0.0823 0.0504
F 1.308807 2.994012 -3.470952 -0.0501 -0.0372 0.0013
H -3.183759 -1.369836 -2.675319 0.0019 0.0005 -0.0169
H -2.791083 0.145061 -1.819711 0.0138 -0.0186 -0.0060
H -3.085182 -1.321328 -0.895319 -0.0028 -0.0098 -0.0363
H -1.659821 -3.105708 -2.878499 -0.0081 -0.0086 -0.0075
H -1.641651 -3.207547 -1.103825 0.0062 0.0000 0.0028
H -0.107772 -3.081470 -1.980786 -0.0432 -0.0255 -0.0137
H -1.288620 -0.928522 -3.977450 0.0097 0.0518 -0.0409
H 0.323895 -1.234509 -3.287353 -0.0165 -0.0090 -0.0467
H -1.301938 1.314787 -2.873687 0.0404 0.0701 -0.1195
H 0.204848 1.157753 -3.772540 0.0584 -0.0757 -0.0483
H 4.067602 4.389021 -0.233134 -0.0042 0.0005 0.0028
O 1.226034 -2.001494 -0.569048 -0.3021 -0.2454 0.1628
C 2.017834 -2.407404 0.534300 0.0684 0.1883 -0.1526
C 2.201853 -3.910960 0.451802 0.0317 -0.0205 0.0194
C 2.097749 -4.691624 -0.657517 0.0674 0.0422 -0.0053
C 2.382715 -6.059994 -0.391795 0.0169 -0.0263 0.0056
C 2.696515 -6.281498 0.911375 -0.0001 -0.0019 -0.0095
S 2.642374 -4.838602 1.829507 -0.0399 0.0054 0.0043
C 1.209017 -2.056108 1.759164 -0.0445 -0.0195 -0.0061
C 1.465432 -1.610013 3.002289 0.1954 -0.0558 -0.0724
C 0.275807 -1.448313 3.788660 -0.0840 0.0133 0.0964
C -0.854443 -1.713319 3.108296 -0.0656 -0.0924 -0.0364
S -0.510070 -2.241751 1.491344 -0.1031 0.0252 0.1753
C 3.351397 -1.691548 0.484375 0.0552 -0.0240 0.0101
C 4.378392 -1.678934 1.378272 -0.0213 -0.0152 -0.0189
C 5.491088 -0.917852 0.923464 0.0054 0.0310 -0.0142
C 5.285485 -0.385970 -0.310402 0.0267 0.0146 0.0091
S 3.748432 -0.806337 -0.934446 0.0217 -0.0279 0.0023
H 1.855990 -4.297666 -1.633096 -0.0150 0.0009 -0.0061
H 2.357574 -6.840254 -1.138002 -0.0049 0.0014 -0.0005
H 2.949056 -7.214509 1.387859 -0.0018 -0.0019 -0.0007
H 2.458508 -1.387586 3.362781 0.0033 -0.0125 0.0056
H 0.282599 -1.133311 4.822190 0.0024 -0.0044 0.0013
H -1.868626 -1.668943 3.466443 -0.0134 0.0105 0.0198
H 4.368110 -2.216062 2.316439 -0.0058 -0.0076 -0.0034
H 6.400774 -0.781951 1.489349 0.0031 -0.0031 -0.0036
H 5.961910 0.219222 -0.892094 0.0021 -0.0037 -0.0061
C -6.219774 0.149269 0.638076 0.0040 0.0088 -0.0051
C -5.666460 1.292146 0.079065 -0.0139 -0.0091 0.0031
C -4.305498 1.538511 0.202381 0.0142 0.0408 0.0200
C -3.471313 0.649558 0.882967 0.0566 -0.1111 -0.1027
C -4.051004 -0.492015 1.444431 -0.0167 0.0113 -0.0176
C -5.409851 -0.742864 1.328797 0.0098 0.0089 0.0057
Si -1.622404 0.945553 0.966951 0.0366 -0.1687 -0.0635
C -1.308701 2.784800 0.713951 0.0507 -0.0569 0.1895
C -1.261089 3.541326 1.891848 0.1205 0.0105 -0.0250
C -1.094616 4.918364 1.856852 0.0138 0.0225 -0.0234
C -0.969903 5.571774 0.639123 0.0027 0.0016 0.0442
C -1.028456 4.844128 -0.540383 0.0009 -0.0335 -0.0223
C -1.197512 3.467056 -0.496352 -0.1163 0.0475 -0.0420
H -7.280618 -0.042299 0.545277 -0.0010 0.0031 -0.0002
H -6.296627 1.997291 -0.447289 -0.0026 0.0003 0.0008
H -3.892940 2.446845 -0.224045 0.0014 -0.0091 -0.0020
H -3.436735 -1.203433 1.984229 0.0121 -0.0260 0.0095
H -5.838660 -1.628669 1.779268 -0.0008 -0.0018 -0.0014
H -1.172703 0.655547 2.344552 -0.0078 0.1449 0.0362
H -1.348944 3.048974 2.853803 -0.0015 -0.0053 -0.0079
H -1.060205 5.480971 2.780570 -0.0007 -0.0011 0.0031
H -0.835357 6.645036 0.609826 -0.0039 0.0010 -0.0042
H -0.949958 5.348920 -1.495214 0.0003 -0.0025 0.0007
H -1.272678 2.931663 -1.433907 0.0340 -0.0549 -0.0474


3.
80
Properties=species:S:1:pos:R:3:forces:R:3 method="wB97M-V/def2-TZVPD" total_charge=0 multiplicity=1 homo_lumo_gap_ev=6.3 lumo_energy_ev=-0.908
C -1.743931 2.615500 5.269880 -0.1751 0.3591 0.0071
N -0.546858 2.277252 4.534703 0.2732 -0.6681 0.1175
C 0.160157 1.141018 4.805456 -0.1233 -0.0545 0.6656
O -0.076804 0.347471 5.712610 0.2957 0.7254 -1.2053
C 1.317636 1.078652 3.796976 0.1534 0.2018 0.8745
C 1.228095 -0.118479 2.858450 -0.2242 0.0106 -0.4523
C 1.188454 -1.405877 3.619670 0.1167 -0.5775 0.1847
C 0.000635 -2.120948 3.770732 -0.1755 0.2317 0.0448
F -1.132692 -1.646325 3.189574 0.6931 -0.3800 0.3986
C -0.077372 -3.267285 4.554014 -0.1543 -0.1335 0.0275
F -1.250863 -3.911826 4.712087 0.7218 0.3553 -0.0851
C 1.073111 -3.737455 5.191247 -0.0445 -0.1251 0.0326
F 1.014054 -4.840963 5.959114 0.0451 0.6344 -0.4597
C 2.283870 -3.061991 5.030500 0.1860 -0.0710 0.1297
F 3.396562 -3.518267 5.640378 -0.6477 0.2494 -0.3388
C 2.324926 -1.909365 4.251184 0.0316 0.0709 0.0983
F 3.501063 -1.231475 4.143539 -0.7327 -0.4465 0.0297
N 1.207820 2.363217 3.110673 0.5601 -0.1789 -0.6503
C 2.064306 2.680563 2.108143 -0.3299 0.4700 0.2946
C 2.003043 3.822385 1.350690 0.3507 0.3804 -0.2978
C 2.987428 4.151060 0.361047 -0.5192 0.1560 0.0396
C 3.089175 5.527994 -0.195513 -0.1580 0.0529 0.3533
C 4.274966 5.932110 -0.815510 -0.0578 0.0196 -0.0055
C 4.380872 7.192801 -1.397075 -0.1492 0.1073 0.0867
C 3.319181 8.101164 -1.308316 0.0996 -0.3383 0.0878
C 2.146732 7.722333 -0.649236 -0.0761 -0.3232 0.0835
C 2.018879 6.433776 -0.117302 0.2509 0.2447 -0.1415
C 0.010666 3.136797 3.493665 -0.2794 0.1213 -0.0723
C -0.984064 3.272835 2.332936 -0.0498 -0.2114 -0.0103
C 0.356806 4.514466 4.083493 0.0798 -0.1876 0.1978
H -2.021176 1.771733 5.905904 0.1607 0.1211 -0.1610
H -1.581473 3.501649 5.896416 -0.0446 -0.1848 -0.0369
H -2.563145 2.832500 4.575324 0.0839 -0.0939 0.1462
H 2.268313 1.015374 4.358979 -0.3797 0.0844 -0.1278
H 0.314328 -0.030746 2.255514 0.3115 -0.0134 0.0266
H 2.099026 -0.098137 2.189631 -0.2811 -0.1167 0.0490
H 2.874468 1.959423 1.945231 -0.3312 0.2509 0.0239
H 1.220140 4.555892 1.529315 0.2887 -0.4190 -0.1775
H 3.921637 3.596293 0.432122 -0.1896 0.0838 -0.2642
H 5.112242 5.233467 -0.847998 -0.1898 0.1908 -0.0795
H 5.292252 7.463413 -1.930950 -0.2244 -0.0172 0.2108
H 3.409107 9.095835 -1.748141 -0.0362 -0.3078 0.1340
H 1.315213 8.423086 -0.547111 0.2758 -0.2109 -0.1102
H 1.084113 6.138384 0.361602 0.2592 0.1658 -0.2096
H -1.323858 2.275203 2.019762 0.0634 0.2925 0.0489
H -1.845819 3.863347 2.668784 0.1729 -0.1637 -0.1822
H -0.527058 3.769790 1.473947 -0.2575 -0.1128 0.1515
H 0.865327 4.379442 5.047470 -0.0805 0.0890 -0.2451
H 1.009762 5.084146 3.418750 -0.1546 -0.0494 0.1645
H -0.569984 5.080323 4.243434 0.2730 -0.0887 -0.0123
C 3.717000 6.156629 -5.394120 -0.0234 -0.0967 0.1050
C 4.538832 5.465361 -4.499849 -0.1753 -0.1070 -0.1089
C 3.990722 4.501459 -3.655743 -0.0182 0.2628 0.2713
C 2.608638 4.320196 -3.628679 -0.0920 -0.1152 -0.5406
S 1.898455 3.091788 -2.546792 0.6525 -1.3040 -0.6133
C 2.593369 1.677895 -3.046524 -0.4931 -0.5027 -1.9866
S 2.029383 0.056387 -2.925796 -0.5616 0.9330 -0.2710
C 0.224696 0.088725 -2.997146 -0.0330 0.0423 0.1220
C -0.481760 0.282436 -1.810750 -0.1743 -0.1199 -0.1605
C -1.876834 0.285632 -1.832004 0.1876 0.0194 -0.1089
C -2.560153 0.114341 -3.038930 0.1923 0.0371 0.0616
C -1.846159 -0.070532 -4.225599 0.1992 -0.0025 0.1452
C -0.448775 -0.095641 -4.208030 0.0212 0.1401 0.2055
O 2.467125 -0.609185 -4.134011 0.2058 -0.2484 0.4106
O 2.351651 -0.472864 -1.618953 -0.0699 -0.2903 -0.0870
O 2.622463 3.196782 -1.247487 0.2398 1.2125 2.1952
O 0.459190 3.235221 -2.514591 0.3972 0.2274 0.2837
C 1.782892 4.972691 -4.549180 0.1905 0.0354 0.2724
C 2.346323 5.886375 -5.439386 0.0496 -0.0486 0.1196
H 4.152319 6.898121 -6.065896 -0.1467 -0.2139 0.1739
H 5.609297 5.670613 -4.453096 -0.2856 -0.0993 -0.1315
H 4.628488 3.915783 -2.992627 -0.2036 0.1950 -0.1148
H 3.372671 1.808537 -3.797572 -0.3533 -0.1245 0.1813
H 0.061054 0.409739 -0.874928 -0.0926 -0.0415 -0.2369
H -2.416149 0.421831 -0.894017 0.0316 -0.0302 -0.2930
H -3.649870 0.125987 -3.051191 0.2592 -0.0147 -0.0169
H -2.369913 -0.201265 -5.173140 0.1008 0.0115 0.2805
H 0.120486 -0.255854 -5.122952 -0.0952 0.0386 0.2571
H 0.717237 4.753351 -4.551329 0.2038 0.0795 0.0045
H 1.705489 6.383035 -6.167826 0.2060 -0.0700 0.1968